Below is a 8-piece molecular cluster, C23H46Br2O7 overall, with properties calculated with ωB97M-V/def2-TZVPD.

```
78
Properties=species:S:1:pos:R:3:forces:R:3
C 5.6499 -0.7296 2.8899 0.67 0.90 -0.68
C 4.4605 0.1523 2.6954 -1.06 1.49 0.15
C 3.2457 -0.1657 3.6035 0.63 0.06 -1.73
O 4.4095 1.0980 1.9068 0.36 -1.76 1.16
H 6.0775 -0.4648 3.8569 -0.11 -0.38 0.28
H 6.3888 -0.3974 2.1607 0.09 -0.43 -0.14
H 5.4221 -1.7923 2.8067 0.05 0.12 0.15
H 3.3719 0.0592 4.6625 0.06 0.14 -0.20
H 3.0967 -1.2356 3.4578 -0.30 -0.14 0.37
H 2.4478 0.3760 3.0957 -0.26 0.03 0.78
C -0.4192 5.7839 -2.8073 -0.19 0.91 0.72
C 0.3502 4.5470 -2.4243 0.00 0.34 -1.07
C -0.2918 3.2201 -2.5632 -0.74 -1.08 0.53
O 1.5168 4.6835 -2.1629 0.61 -0.34 0.55
H -0.5812 5.9382 -3.8741 0.25 -0.35 -0.09
H 0.2108 6.5820 -2.4145 -0.11 0.25 -0.33
H -1.3949 5.9128 -2.3388 -0.12 -0.42 0.09
H 0.2653 2.3848 -2.1388 0.39 0.33 -0.19
H -0.5199 3.0092 -3.6080 0.05 0.06 -0.15
H -1.2450 3.1593 -2.0379 -0.28 0.37 -0.08
C 0.1332 -4.2315 -1.6560 -0.11 0.25 2.60
C -0.1951 -3.8572 -3.0026 -1.42 1.52 -1.54
C -0.8798 -2.5341 -3.2622 -0.16 -0.40 0.26
O 0.0745 -4.5388 -3.9406 0.76 -1.59 -1.46
H 1.1761 -4.5469 -1.6258 -0.12 0.01 0.40
H -0.5296 -4.9516 -1.1762 0.08 -0.72 -0.68
H -0.1273 -3.3814 -1.0255 0.90 0.37 0.29
H -1.8687 -2.5239 -2.8038 -0.01 -0.05 0.04
H -1.0267 -2.4364 -4.3378 0.25 0.29 0.15
H -0.3097 -1.7359 -2.7868 -0.03 0.24 -0.22
C -2.3829 -3.4151 4.6630 0.06 -0.86 0.93
C -2.0448 -3.3741 3.2286 0.32 0.90 -0.66
C -1.2113 -4.4990 2.6789 -0.21 0.02 -0.30
O -2.3937 -2.4425 2.5336 0.08 -0.24 -0.04
H -2.0830 -4.3925 5.0409 0.00 0.09 0.38
H -3.4365 -3.2766 4.9056 0.07 0.29 -0.28
H -1.7758 -2.6470 5.1421 -0.11 0.03 0.20
H -0.8295 -4.2194 1.6970 -0.12 -0.19 0.01
H -1.9314 -5.3146 2.6131 0.07 -0.34 -0.33
H -0.4015 -4.8713 3.3065 -0.08 0.31 0.22
C -3.2441 0.6013 -1.0891 -0.04 2.23 1.05
C -3.2998 -0.7993 -1.4357 -0.36 -0.92 0.58
C -2.8710 -1.7871 -0.4544 0.29 -0.49 0.91
O -3.6576 -1.1705 -2.4995 -1.15 -0.48 -3.20
H -2.2412 0.9969 -1.2496 0.12 -0.04 -0.20
H -3.4354 0.7430 -0.0254 -0.02 0.02 0.12
H -3.9740 1.1980 -1.6362 0.16 -0.14 -0.22
H -1.7985 -1.7845 -0.6492 0.45 0.09 1.00
H -3.1840 -2.8099 -0.6643 -0.37 0.22 -0.19
H -3.2101 -1.4718 0.5323 0.77 -0.31 0.15
C -1.1049 3.7589 1.4123 0.27 -0.74 0.83
C -1.0849 2.8168 2.6242 3.39 0.17 1.84
C -2.2880 1.9738 2.9644 -0.63 1.07 -1.04
O -0.0439 2.7784 3.3233 -2.57 -0.16 -1.61
H -1.8110 4.5435 1.6842 -0.15 0.14 -0.50
H -1.3647 3.2211 0.5005 -0.47 0.10 0.03
H -0.1026 4.1628 1.2696 -0.13 0.11 0.22
H -2.9294 2.4070 3.7320 0.59 0.03 0.63
H -2.0521 0.9301 3.1722 -0.07 0.17 -0.13
H -2.9411 2.1574 2.1112 -0.21 -1.01 -0.34
C 0.8240 -0.8949 1.1706 -0.82 -0.35 -0.15
C 0.7230 0.1121 0.0856 0.37 1.57 -0.86
C 1.5925 1.3718 0.3417 -0.46 -0.15 -0.78
O 0.0841 -0.0575 -0.9559 0.76 0.25 1.44
H 1.8531 -1.2424 1.0795 0.00 -0.43 0.31
H 0.0598 -1.6571 1.0181 0.34 -0.34 -0.05
H 0.6555 -0.4706 2.1604 0.22 0.18 -0.10
H 1.7349 1.6402 1.3885 -0.32 -0.10 -0.06
H 1.2375 2.2156 -0.2500 -0.39 0.09 0.25
H 2.5914 1.2675 -0.0820 0.04 -0.59 0.18
Br 0.2543 0.7253 -6.0578 0.53 0.08 0.61
C 1.8993 1.1098 -4.9935 -0.21 -0.09 0.24
C 1.8368 0.4415 -3.6056 -0.19 0.49 -0.96
Br 3.4672 0.9078 -2.5937 -0.38 -0.34 -0.59
H 1.9481 2.1960 -4.9166 0.01 -0.16 0.01
H 2.7136 0.7426 -5.6181 -0.08 0.02 0.24
H 1.7412 -0.6370 -3.7312 0.27 0.09 0.32
H 1.0041 0.8322 -3.0209 0.22 -0.28 -0.13
```
Forces are in eV/Å.

As for the net charge: 0. The value obtained for the gap between HOMO and LUMO is 9.4 eV. For the total energy, the calculation gives -179012.84700 eV. As for the HOMO energy: -9.143 eV. The multiplicity is 1. As for the structure (SMILES): CC(C)=O.CC(C)=O.CC(C)=O.CC(C)=O.CC(C)=O.CC(C)=O.CC(C)=O.BrCCBr.

---

Below is C3H9N3 in the gas phase, with properties calculated with ωB97M-V/def2-TZVPD.

```
15
Properties=species:S:1:pos:R:3:forces:R:3
H -3.7364 1.3510 -0.1483 1.65 -1.11 0.91
N -2.8338 0.8584 0.1776 -2.44 1.68 0.28
C -2.1954 0.5703 -0.8492 1.63 -1.39 -1.82
N -0.8795 0.0098 -0.8831 -2.61 -0.55 -1.04
N -0.2186 -0.5383 0.2057 2.90 2.86 -0.68
C 1.2301 -0.1594 -0.0512 1.61 0.92 0.76
C 2.1666 -0.2052 1.2460 -1.58 -2.54 -0.39
H -2.5827 0.6306 -1.9240 0.59 0.24 1.27
H -0.8143 -0.5142 -1.7573 0.37 -0.01 0.25
H -0.4431 -1.4359 0.5748 -0.24 -0.76 -0.40
H 1.8448 -0.7660 -0.9290 -1.95 1.43 1.86
H 1.2148 1.0059 -0.2746 -0.19 -2.67 -0.14
H 1.7734 0.4551 2.0427 0.21 -0.62 -0.37
H 2.3049 -1.3127 1.5786 -0.62 1.85 -0.09
H 3.1692 0.0505 0.9914 0.66 0.66 -0.39
```
Forces are in eV/Å.

As for the net charge: 0. The value obtained for the gap between HOMO and LUMO is 9.8 eV. For the total energy, the calculation gives -7724.69497 eV. As for the HOMO energy: -8.897 eV. The multiplicity is 1. The value obtained for the energy relative to the best compared isomer or geometry (same formula, charge and spin) is 2.879 eV. As for the structure (SMILES): [H]/N=C/NNCC.

---

Below is C21H42FHfO21 as an isolated structure, with properties calculated with ωB97M-V/def2-TZVPD.

```
86
Properties=species:S:1:pos:R:3:forces:R:3
Hf 1.4555 -7.0109 11.4868 0.73 -1.25 0.78
F 3.1956 -10.0353 13.3784 -0.67 1.19 -0.75
C 5.8059 -11.6028 19.2526 -0.01 0.54 0.35
O 5.7786 -11.5984 20.6943 -0.38 -0.67 -0.05
C 6.5322 -10.8120 21.4376 -1.46 -0.82 0.10
O 7.2948 -10.0122 21.0133 1.56 1.41 -0.68
O 6.2522 -11.0440 22.6997 -0.72 -0.82 -0.51
C 6.7835 -10.2484 23.7114 1.50 0.49 1.23
H 6.5398 -12.3417 18.9308 -0.15 0.03 -0.09
H 6.0334 -10.6108 18.8624 0.15 -0.09 0.09
H 4.7861 -11.8670 18.9728 0.21 -0.24 -0.06
H 6.2885 -9.2832 23.8186 -0.25 -0.17 -0.08
H 7.8425 -10.0635 23.5316 0.07 0.16 -0.19
H 6.7812 -10.8456 24.6233 -0.50 0.17 -0.08
C -1.6500 -4.2673 18.0558 -1.00 -0.09 -0.44
O -1.0302 -5.4018 18.6360 1.71 -1.32 -0.04
C -0.0780 -6.1532 18.0034 -0.51 1.18 1.52
O 0.3724 -5.9407 16.8985 -0.49 -0.64 0.85
O 0.3572 -7.1382 18.8334 0.81 0.36 -2.23
C 0.0721 -7.3140 20.2166 -1.41 0.45 -0.78
H -1.1042 -3.3242 18.0845 0.43 -0.34 0.33
H -2.5439 -4.2139 18.6772 -0.05 0.51 -0.30
H -1.9359 -4.4602 17.0218 0.03 -0.09 0.01
H -1.0083 -7.1983 20.3025 -0.14 -0.11 0.47
H 0.5241 -6.5096 20.7970 0.32 -0.35 0.18
H 0.3462 -8.3510 20.4105 0.28 0.45 0.37
C 8.8380 -2.1441 13.2328 0.16 0.20 1.03
O 7.6162 -2.9154 13.1536 -0.69 -1.64 -0.39
C 7.4376 -4.1488 13.6833 0.13 -0.62 0.13
O 6.4733 -4.8944 13.4063 2.24 2.13 0.60
O 8.4420 -4.4717 14.5457 -1.29 0.21 -0.99
C 8.3834 -5.7152 15.2630 0.79 -0.61 0.40
H 8.9208 -1.8182 14.2696 0.09 0.20 -0.03
H 8.7396 -1.2826 12.5723 -0.36 -0.29 0.05
H 9.7736 -2.6525 13.0001 -0.37 -0.58 -0.20
H 8.1303 -6.5947 14.6708 -0.50 0.45 -0.30
H 7.7830 -5.6427 16.1698 -0.28 0.18 -0.31
H 9.4046 -5.9146 15.5875 0.04 0.36 0.00
C 0.7954 -14.4915 6.2236 0.15 -0.57 -0.49
O 0.6798 -13.3329 6.9816 -0.06 2.39 2.78
C 0.5642 -13.3439 8.3381 -0.36 -0.21 -0.39
O 0.5441 -12.3220 9.0064 0.02 -1.15 -0.79
O 0.4692 -14.5938 8.8210 1.26 0.77 -2.91
C -0.1259 -14.9880 10.0015 -0.61 0.01 1.14
H 1.0562 -14.1201 5.2325 -0.09 -0.28 0.00
H -0.1787 -14.9804 6.2179 0.33 -0.50 -0.09
H 1.6257 -15.0746 6.6221 -0.27 -0.53 -0.18
H -1.2015 -14.8880 9.8563 -0.05 0.11 0.57
H 0.2899 -14.4002 10.8198 -0.39 -0.15 0.26
H 0.1104 -16.0466 10.1098 0.06 0.14 0.14
C -4.5612 -12.5196 15.2385 -1.28 0.61 0.79
O -3.6212 -11.6939 14.5807 1.39 0.10 -1.27
C -3.8361 -10.4496 14.1221 -1.02 0.09 1.05
O -2.9532 -9.7855 13.6334 -0.05 -0.32 -0.24
O -5.0810 -10.0100 14.3739 -0.25 0.17 -0.46
C -5.4812 -8.7006 13.8427 0.30 0.05 -0.11
H -4.6828 -12.0152 16.1971 -0.65 -0.30 0.22
H -4.2635 -13.5498 15.4338 0.98 0.36 -0.47
H -5.5074 -12.5975 14.7029 -0.08 0.41 0.00
H -5.3780 -8.6625 12.7583 0.41 -0.17 0.10
H -4.9112 -7.9070 14.3258 0.19 -0.20 -0.12
H -6.5346 -8.4885 14.0259 0.07 -0.76 0.47
C 7.9045 -16.3673 6.2204 -0.46 -0.97 -1.21
O 7.9360 -15.8088 7.5039 0.86 0.78 0.88
C 7.0330 -16.2400 8.3576 -1.55 0.41 0.72
O 6.2195 -17.1410 8.2694 1.43 0.82 -0.20
O 7.0406 -15.3474 9.4040 1.04 -0.40 -1.24
C 6.2962 -15.6783 10.5145 -1.55 0.10 1.26
H 6.8488 -16.2869 5.9611 0.11 -0.96 -0.67
H 8.3796 -17.3481 6.2367 -0.83 -0.53 0.17
H 8.5041 -15.9116 5.4324 0.12 1.19 0.81
H 5.3268 -16.1163 10.2765 0.18 -0.49 -0.29
H 6.0446 -14.7857 11.0872 0.53 0.34 -0.19
H 6.8475 -16.3263 11.1958 0.13 -0.32 -0.04
C 8.2593 -8.9855 8.6289 0.48 0.78 0.30
O 7.6467 -9.1053 7.3297 -1.28 -0.92 0.73
C 6.2761 -9.0087 7.2711 1.48 1.16 -0.47
O 5.5496 -8.6035 8.1593 0.64 -0.82 -0.36
O 5.8435 -9.2052 6.0383 -0.05 -0.09 0.30
C 6.6613 -9.6890 4.9566 -0.52 -0.08 -1.32
H 9.3218 -9.2220 8.5729 -0.10 0.05 -0.74
H 7.9044 -9.6426 9.4229 -0.76 0.03 -0.39
H 8.1750 -7.9335 8.9014 -0.04 -0.15 0.37
H 7.6917 -9.3489 4.8534 -0.07 -0.11 0.95
H 6.1829 -9.2992 4.0582 -0.26 0.25 0.13
H 6.5238 -10.7635 4.8360 0.42 -0.06 0.53
```
Forces are in eV/Å.

As for the net charge: +3. The value obtained for the gap between HOMO and LUMO is 1.1 eV. For the total energy, the calculation gives -69431.88108 eV. As for the HOMO energy: -15.722 eV. The multiplicity is 1. The value obtained for the energy relative to the best compared isomer or geometry (same formula, charge and spin) is 19.441 eV.

---

Below is C6H9N5 in the gas phase, with properties calculated with ωB97M-V/def2-TZVPD.

```
20
Properties=species:S:1:pos:R:3:forces:R:3
C 1.3644 -0.2008 2.2724 4.03 -1.11 1.92
N 0.6368 -1.0157 1.4233 -0.64 -2.23 2.21
C 0.4203 -2.3890 1.8524 -2.36 -0.27 0.50
N 0.1308 -0.4220 0.4458 -0.33 1.45 -2.11
C -0.5485 -0.9520 -0.5061 -1.68 -1.80 1.84
N -0.8316 -0.2788 -1.5997 0.11 1.39 -3.50
C -0.7588 0.9521 -1.9485 0.82 1.04 1.29
C -0.7535 1.5592 -3.3234 -1.88 0.67 2.59
N -0.9294 2.8486 -3.2172 0.84 -1.27 -0.78
C -0.8721 3.0966 -1.8066 -0.16 -0.78 -1.26
N -0.7134 2.1031 -1.0480 -0.08 -1.79 0.48
H 1.3409 -0.5219 3.3399 -0.77 0.54 -0.61
H 2.4534 -0.4460 2.0456 -0.69 0.86 0.20
H 1.1655 0.8150 2.0835 -0.23 1.14 0.08
H -0.5095 -2.4850 2.5754 1.43 0.37 -1.46
H 0.1517 -2.9159 0.9073 0.67 -0.40 1.05
H 1.2430 -2.7722 2.4967 -0.19 0.22 -1.16
H -1.0724 -1.9396 -0.4052 0.86 0.65 -0.27
H -0.8675 0.8972 -4.1378 0.22 0.03 -1.34
H -1.0502 4.0669 -1.4497 0.02 1.27 0.31
```
Forces are in eV/Å.

As for the net charge: 0. The value obtained for the gap between HOMO and LUMO (alpha / beta) is 6.7 / 6.7 eV. For the total energy, the calculation gives -13814.28387 eV. As for the HOMO energy (alpha / beta): -7.664 / -7.665 eV. The multiplicity is 1. The value obtained for the energy relative to the best compared isomer or geometry (same formula, charge and spin) is 4.171 eV. As for the structure (SMILES): CN(C)/N=C/N=C1/C=NC=N1.